1.
ORCA calculation (wB97M-V/def2-TZVPD) on 2 unconnected molecules or ions with the total composition C5H8BrN2 in a non-equilibrium geometry.

```
16
Properties=species:S:1:pos:R:3:forces:R:3:mulliken_charge:R:1
C 0.3000 -0.9797 1.3669 -0.272 2.093 -3.083 -0.2747
C 0.3168 -1.7078 0.1188 -1.042 0.479 1.358 -0.4611
C 0.5683 1.0388 -0.1030 -0.192 -0.184 1.855 0.6074
C 0.3380 0.3878 1.1616 0.929 0.724 0.754 -0.2985
C 0.2128 -1.0832 -1.0795 1.223 -1.270 -0.788 -0.3607
N 0.4129 0.2231 -1.1773 0.173 2.887 1.836 -0.0151
N 0.9463 2.3539 -0.1430 -1.293 -0.796 -4.309 -0.4421
Br -3.6003 -1.0026 0.4091 3.155 -0.827 -2.494 -0.1681
H 0.1225 -1.2714 2.3838 0.120 -0.950 -0.014 0.4214
H 0.0708 -2.7117 0.1058 0.147 -2.105 0.130 0.4685
H -2.2436 -1.3875 -0.6808 -3.173 0.843 2.509 0.1786
H 0.2693 1.0369 2.0379 0.102 -0.058 -0.354 0.2675
H 0.2446 -1.5252 -2.0941 -0.575 -0.389 1.056 0.3560
H 0.2093 0.6674 -2.0189 0.140 0.731 -2.009 0.2557
H 1.0848 2.9103 0.6197 0.334 0.688 3.160 0.2154
H 0.7474 3.0510 -0.9069 0.227 -1.866 0.393 0.2498
```
Forces are in eV/Å.

Gap between HOMO and LUMO   9.1 eV
Energy above the lowest of the compared OMol25 structures with the same formula, charge and spin   216.67 kJ/mol
Total charge   +1
Total energy   -78329.3456 eV
HOMO level   -13.74 eV
Multiplicity   1


2.
ORCA calculation (wB97M-V/def2-TZVPD) on a single C5H8BrNS2 molecule in a non-equilibrium geometry.

```
17
Properties=species:S:1:pos:R:3:forces:R:3:mulliken_charge:R:1
C -1.6969 1.1061 -2.3912 -2.598 3.352 -2.955 -0.3739
C -0.7562 -0.4665 -0.5183 0.226 0.610 -2.831 0.3896
C -1.4215 -0.6215 0.7833 -1.057 1.086 2.486 -1.1257
C 1.5749 0.7316 0.3830 -1.009 1.700 -0.326 -1.1503
C 0.8279 -1.9960 -1.5199 0.056 -0.450 0.104 -0.0582
N -0.2274 -1.7181 -0.9424 -0.234 -0.680 0.693 -0.3554
S -2.2125 -0.2371 -1.7522 0.885 -3.264 2.323 -0.0761
S 0.4270 0.9489 -0.9162 -1.805 -0.657 -0.528 0.0153
Br 1.2060 -3.8289 -1.8394 0.070 -0.404 -0.172 -0.1508
H -2.6608 1.5483 -2.8273 2.124 0.902 0.056 0.2922
H -0.7913 -1.2019 1.4399 0.196 -0.385 0.308 0.3435
H -1.5987 0.3731 1.3770 -0.017 -1.715 -1.555 0.2594
H -2.3749 -1.2005 0.5960 1.015 0.751 0.655 0.3915
H 1.2806 1.3494 1.1828 -0.192 0.128 1.494 0.2968
H 2.4451 1.1248 0.0006 2.188 1.215 -0.821 0.4680
H 1.8258 -0.2363 0.5612 0.212 -2.939 1.038 0.4257
H 1.6664 -1.4283 -1.8887 -0.062 0.750 0.033 0.4083
```
Forces are in eV/Å.

Gap between HOMO and LUMO (alpha / beta)   7.4 / 7.6 eV
Total charge   0
Total energy   -98511.4869 eV
HOMO level (alpha / beta)   -6.85 / -9.11 eV
Multiplicity   3


3.
ORCA calculation (wB97M-V/def2-TZVPD) on a molecular structure, C5H8ClI in a non-equilibrium geometry.

```
15
Properties=species:S:1:pos:R:3:forces:R:3:mulliken_charge:R:1
C 0.3942 0.3732 -1.3008 -0.953 0.165 0.325 -0.9876
C -0.0234 -0.0540 0.1530 -0.788 1.982 -1.755 0.9120
C 1.3268 0.5781 -0.1061 -0.507 -1.121 -1.204 0.2712
C -0.2190 -1.5387 0.4583 -0.713 -0.227 -0.704 -1.3350
C -1.2170 0.8712 0.5884 -0.057 -1.386 -0.946 -1.3017
Cl 1.6126 2.2347 0.2939 0.200 0.535 0.392 -0.1829
I 3.0763 -0.6285 0.1250 -0.117 0.225 -0.103 0.0860
H 0.3916 -0.4006 -2.0764 0.937 0.042 0.521 0.2887
H -0.1396 1.2908 -1.7187 0.946 -1.119 0.951 0.2738
H -0.2809 -1.7253 1.5464 -0.578 0.174 -0.474 0.3680
H 0.6565 -2.1091 0.1780 0.219 -0.035 -0.367 0.3685
H -1.0978 -1.9933 -0.1660 1.349 0.979 1.482 0.2545
H -1.9699 0.6880 -0.3042 0.810 0.339 2.522 0.2731
H -1.1063 1.9590 0.7519 0.596 -0.647 -0.568 0.3230
H -1.4041 0.4545 1.5772 -1.345 0.092 -0.070 0.3884
```
Forces are in eV/Å.

Gap between HOMO and LUMO   9.8 eV
Energy above the lowest of the compared OMol25 structures with the same formula, charge and spin   59.21 kJ/mol
Total charge   0
Total energy   -25936.0279 eV
HOMO level   -9.45 eV
Multiplicity   1


4.
ORCA calculation (wB97M-V/def2-TZVPD) on 2 unconnected molecules or ions with the total composition C5H8ClN in a non-equilibrium geometry.

```
15
Properties=species:S:1:pos:R:3:forces:R:3:mulliken_charge:R:1
C 1.0349 -1.2954 2.9792 -1.158 -1.024 -1.628 -0.5789
C 0.2896 -1.7416 1.9810 -0.427 1.954 -0.137 0.0680
C -0.7473 0.0459 -0.1607 2.377 0.329 -2.574 1.0737
C -1.5927 0.7914 -1.1089 0.004 -1.248 -2.214 -1.1559
C 0.5512 -0.4591 -0.8286 -0.581 0.606 2.026 -1.1813
N -1.2330 -0.2457 0.9113 0.327 -1.789 3.623 -0.6382
Cl 0.2065 -3.2331 1.2394 -0.218 -0.547 -0.005 -0.1298
H 1.6118 -1.9793 3.5313 0.847 -0.789 0.669 0.3084
H 1.0932 -0.2773 3.2004 -0.207 1.409 0.443 0.2807
H -1.8750 0.0735 -1.9849 0.305 1.440 1.503 0.2351
H -1.0400 1.6255 -1.4859 0.335 0.515 -0.535 0.3264
H -2.4063 1.1521 -0.5739 -1.907 0.543 0.472 0.3890
H 1.0061 0.2354 -1.5354 -0.353 -0.190 -0.046 0.3804
H 0.0506 -1.3045 -1.2434 0.743 -1.093 -1.063 0.3447
H 1.2484 -0.7346 -0.0267 -0.087 -0.116 -0.533 0.2777
```
Forces are in eV/Å.

Gap between HOMO and LUMO (alpha / beta)   8.9 / 8.8 eV
Energy above the lowest of the compared OMol25 structures with the same formula, charge and spin   435.07 kJ/mol
Total charge   0
Total energy   -19322.4422 eV
HOMO level (alpha / beta)   -8.86 / -8.59 eV
Multiplicity   1